Record 1
Here is 2 unconnected molecules or ions with the total composition C4H10N2 from the Open Molecules 2025 dataset. Energies are from ωB97M-V/def2-TZVPD.

For the total energy, the calculation gives -7288.4816 eV. The energy relative to the best compared isomer or geometry (same formula, charge and spin) comes out at 49.3 kcal per mole. The value obtained for the HOMO energy is -9.16 eV. For the gap between HOMO and LUMO, the calculation gives 10.1 eV. The SMILES is [H]/N=C/N.C=CC. As for the charge: 0.

Each line ends with the natural charge from an NBO analysis.
Geometry (Å):
C  1.53  -0.86  -0.10  -0.662
C  1.22  -1.18  1.34  -0.185
C  0.50  -2.31  1.62  -0.410
H  2.63  -0.86  -0.20  0.217
H  1.14  -1.57  -0.87  0.219
H  1.35  0.21  -0.41  0.230
H  1.28  -0.46  2.13  0.206
H  0.17  -2.63  2.63  0.197
H  0.07  -2.92  0.79  0.185
N  -1.14  2.58  -0.35  -0.823
C  -1.59  1.42  -0.99  0.259
N  -1.15  1.21  -2.26  -0.710
H  -0.46  3.17  -0.74  0.391
H  -1.70  3.11  0.33  0.385
H  -2.40  0.90  -0.46  0.171
H  -1.45  0.19  -2.46  0.330



Record 2
Here is a molecular structure, C21H37N3O6Se2V from the Open Molecules 2025 dataset. Energies are from ωB97M-V/def2-TZVPD.

For the total energy, the calculation gives -195513.7227 eV. Its spin multiplicity is 4. The energy relative to the best compared isomer or geometry (same formula, charge and spin) comes out at 18.7 kcal per mole. The value obtained for the HOMO energy (spin up / spin down) is -5.65 / -5.66 eV. For the gap between HOMO and LUMO (spin up / spin down), the calculation gives 5.6 / 5.6 eV. As for the charge: 0.

Each line ends with the natural charge from an NBO analysis.
Geometry (Å):
V  0.62  -0.18  0.27  0.963
C  -0.78  2.90  4.04  -0.409
N  -0.02  1.68  3.76  -0.389
C  -0.17  0.61  4.74  -0.414
C  0.51  1.44  2.57  0.709
O  1.11  0.36  2.32  -0.701
C  0.39  2.50  1.48  -0.177
O  1.02  2.00  0.30  -0.511
C  2.39  2.33  0.12  -0.151
C  3.18  1.09  -0.25  0.684
O  2.62  -0.02  -0.27  -0.659
N  4.48  1.24  -0.50  -0.394
C  5.28  0.09  -0.92  -0.415
C  5.13  2.54  -0.61  -0.410
H  -0.52  3.26  5.03  0.206
H  -1.85  2.69  4.00  0.221
H  -0.56  3.68  3.32  0.214
H  0.29  0.90  5.69  0.196
H  0.29  -0.29  4.37  0.247
H  -1.23  0.42  4.90  0.219
H  0.83  3.45  1.78  0.200
H  -0.65  2.66  1.21  0.296
H  2.81  2.77  1.02  0.206
H  2.46  3.06  -0.69  0.224
H  4.73  -0.83  -0.73  0.246
H  6.21  0.07  -0.35  0.204
H  5.52  0.15  -1.98  0.203
H  4.61  3.30  -0.03  0.215
H  5.19  2.87  -1.64  0.207
H  6.14  2.46  -0.21  0.214
O  0.29  0.05  -1.78  -0.846
C  0.60  -0.83  -2.86  -0.058
C  -0.34  -2.03  -2.93  -0.410
C  -0.74  -2.58  -1.55  -0.452
C  0.41  -3.02  -0.68  0.243
C  0.94  -4.30  -0.78  -0.241
C  1.93  -4.71  0.09  -0.160
C  2.36  -3.84  1.08  -0.249
C  1.80  -2.58  1.12  0.050
N  0.87  -2.15  0.24  -0.507
H  -0.50  0.71  -1.93  0.510
H  1.62  -1.18  -2.68  0.176
H  0.59  -0.28  -3.80  0.191
H  0.14  -2.81  -3.53  0.204
H  -1.26  -1.75  -3.45  0.213
H  -1.41  -3.42  -1.69  0.230
H  -1.28  -1.81  -1.01  0.268
H  0.55  -4.97  -1.53  0.221
H  2.34  -5.71  0.02  0.220
H  3.11  -4.12  1.81  0.222
H  2.10  -1.86  1.88  0.216
O  -4.05  -1.40  -2.46  -0.771
C  -3.40  -0.12  -2.21  -0.060
C  -3.78  0.40  -0.83  -0.150
C  -5.33  0.45  -0.73  -0.049
O  -6.01  -0.80  -0.58  -0.742
C  -3.33  1.88  -0.69  -0.535
Se  -1.71  2.56  -1.63  -0.545
C  -3.28  -0.57  0.26  -0.532
Se  -1.62  -0.29  1.29  -0.388
H  -4.04  -1.57  -3.40  0.473
H  -3.69  0.62  -2.97  0.188
H  -2.32  -0.24  -2.27  0.171
H  -5.71  0.99  -1.60  0.155
H  -5.58  1.04  0.15  0.177
H  -5.67  -1.37  -1.28  0.485
H  -3.21  2.08  0.38  0.206
H  -4.14  2.51  -1.06  0.200
H  -3.22  -1.57  -0.16  0.208
H  -4.02  -0.63  1.06  0.224



Record 3
Here is a single C15H22N3O4P molecule from the Open Molecules 2025 dataset. Energies are from ωB97M-V/def2-TZVPD.

For the total energy, the calculation gives -37846.8042 eV. The value obtained for the HOMO energy is -8.31 eV. For the gap between HOMO and LUMO, the calculation gives 6.9 eV. The SMILES is CCNc1cnc2c(C[C@@H](C)O)cc(P(O)O)c(COC)c2n1. As for the charge: 0.

Each line ends with the natural charge from an NBO analysis.
Geometry (Å):
C  -4.19  2.86  -3.70  -0.645
C  -2.52  2.92  -3.61  -0.226
N  -1.88  1.60  -3.94  -0.658
C  -0.99  1.23  -2.75  0.354
C  0.47  1.93  -2.58  -0.023
N  1.46  1.70  -1.48  -0.370
C  0.90  0.65  -0.55  0.110
C  1.87  0.21  0.73  0.029
C  3.36  0.93  0.88  -0.483
C  3.74  1.35  2.42  0.101
C  4.50  0.15  3.23  -0.675
O  4.71  2.48  2.31  -0.742
C  1.41  -0.91  1.85  -0.237
C  -0.06  -1.68  1.69  -0.409
P  -0.45  -3.00  3.02  1.328
O  -2.15  -3.41  3.09  -0.949
O  -0.13  -2.24  4.60  -0.953
C  -0.99  -1.27  0.41  -0.023
C  -2.43  -2.02  0.20  -0.117
O  -2.32  -3.50  0.04  -0.557
C  -1.37  -3.86  -1.02  -0.290
C  -0.53  -0.11  -0.70  0.143
N  -1.50  0.19  -1.80  -0.447
H  -4.52  3.30  -4.75  0.223
H  -4.56  3.53  -2.79  0.230
H  -4.54  1.73  -3.58  0.216
H  -2.11  3.82  -4.25  0.203
H  -2.28  3.14  -2.47  0.197
H  -2.57  0.85  -4.15  0.394
H  0.77  2.75  -3.40  0.237
H  4.16  0.15  0.47  0.224
H  3.48  1.89  0.22  0.268
H  2.82  1.81  3.02  0.209
H  5.53  0.44  3.70  0.241
H  4.54  -0.79  2.52  0.214
H  3.77  -0.17  4.13  0.221
H  5.59  2.14  1.91  0.463
H  2.10  -1.20  2.75  0.251
H  -2.74  -2.60  3.18  0.476
H  -0.80  -1.47  4.63  0.471
H  -3.07  -1.63  -0.70  0.222
H  -3.08  -1.83  1.17  0.195
H  -1.29  -3.08  -1.89  0.192
H  -0.32  -4.12  -0.55  0.194
H  -1.78  -4.87  -1.52  0.200



Record 4
Here is 2 unconnected molecules or ions with the total composition C3H9NS from the Open Molecules 2025 dataset. Energies are from ωB97M-V/def2-TZVPD.

For the total energy, the calculation gives -15580.8389 eV. The energy relative to the best compared isomer or geometry (same formula, charge and spin) comes out at 34.4 kcal per mole. The value obtained for the HOMO energy is -8.51 eV. For the gap between HOMO and LUMO, the calculation gives 9.5 eV. The SMILES is C=N.CSC. As for the charge: 0.

Each line ends with the natural charge from an NBO analysis.
Geometry (Å):
C  0.72  -2.27  2.00  -0.042
N  1.94  -2.11  1.78  -0.590
H  0.20  -1.58  2.69  0.152
H  0.10  -3.10  1.73  0.149
H  2.28  -2.79  1.09  0.332
C  -0.41  1.35  -2.25  -0.738
S  -1.24  0.90  -0.70  0.150
C  0.33  1.02  0.26  -0.738
H  0.09  2.30  -2.10  0.213
H  -1.16  1.64  -2.98  0.227
H  0.23  0.50  -2.51  0.215
H  0.52  2.05  0.56  0.224
H  0.22  0.27  1.07  0.227
H  1.07  0.48  -0.39  0.219



Record 5
Here is 2 unconnected molecules or ions with the total composition C5H13NO from the Open Molecules 2025 dataset. Energies are from ωB97M-V/def2-TZVPD.

For the total energy, the calculation gives -8923.4304 eV. Its spin multiplicity is 2. The energy relative to the best compared isomer or geometry (same formula, charge and spin) comes out at 53.5 kcal per mole. The value obtained for the HOMO energy (spin up / spin down) is -13.38 / -13.38 eV. For the gap between HOMO and LUMO (spin up / spin down), the calculation gives 10.6 / 5.5 eV. As for the charge: +1.

Each line ends with the natural charge from an NBO analysis.
Geometry (Å):
C  1.97  -0.88  0.85  -0.503
N  1.20  -1.06  -0.35  -0.115
C  1.66  -0.29  -1.48  -0.281
C  0.60  0.75  -1.92  -0.449
C  -0.58  0.09  -2.51  -0.206
C  -1.66  -0.18  -1.76  -0.358
H  1.54  -1.50  1.64  0.260
H  2.24  0.15  1.02  0.280
H  2.98  -1.36  0.85  0.285
H  0.17  -1.06  -0.28  0.435
H  1.81  -1.05  -2.26  0.272
H  2.66  0.18  -1.36  0.253
H  0.96  1.57  -2.53  0.274
H  0.34  1.28  -0.96  0.218
H  -0.47  -0.44  -3.45  0.228
H  -1.63  0.05  -0.71  0.167
H  -2.62  -0.67  -1.92  0.239
H  -4.50  1.34  5.58  0.477
H  -3.10  1.81  6.09  0.475
O  -3.55  1.25  5.46  -0.952



Record 6
Here is a molecular structure, C6H8EuO5 from the Open Molecules 2025 dataset. Energies are from ωB97M-V/def2-TZVPD.

For the total energy, the calculation gives -35900.3096 eV. Its spin multiplicity is 8. The value obtained for the HOMO energy (spin up / spin down) is -17.32 / -17.33 eV. For the gap between HOMO and LUMO (spin up / spin down), the calculation gives 8.8 / 9.0 eV. As for the charge: +2.

Each line ends with the Mulliken spin population.
Geometry (Å):
Eu  2.00  -1.28  -1.00  7.018
O  1.47  0.32  0.68  -0.004
O  -0.16  0.67  2.14  -0.001
C  -1.00  1.77  2.53  0.000
C  -0.47  2.92  1.67  0.000
O  0.37  2.26  0.71  -0.001
C  0.41  0.95  0.97  -0.010
H  -2.04  1.52  2.31  0.000
H  -0.86  1.94  3.61  0.000
H  0.14  3.64  2.23  0.000
H  -1.26  3.43  1.11  0.000
O  -0.60  -1.11  -1.16  0.001
C  -1.67  -1.92  -1.76  -0.001
C  -2.90  -1.09  -1.42  0.000
O  -2.34  0.05  -0.68  0.000
C  -1.07  0.02  -0.63  -0.001
H  -1.46  -2.00  -2.83  -0.001
H  -1.64  -2.90  -1.27  0.000
H  -3.60  -1.59  -0.74  0.000
H  -3.42  -0.69  -2.29  0.000



Record 7
Here is a molecular structure, C32H32BFeN3O5S2Se2 from the Open Molecules 2025 dataset. Energies are from ωB97M-V/def2-TZVPD.

For the total energy, the calculation gives -235842.4221 eV. Its spin multiplicity is 6. The energy relative to the best compared isomer or geometry (same formula, charge and spin) comes out at 23.5 kcal per mole. The value obtained for the HOMO energy (spin up / spin down) is -3.92 / -4.34 eV. For the gap between HOMO and LUMO (spin up / spin down), the calculation gives 6.1 / 5.4 eV. As for the charge: -1.

Each line ends with the Mulliken spin population.
Geometry (Å):
Fe  -1.75  -1.82  -0.18  3.613
Se  -3.25  -3.85  1.10  0.507
Se  -4.22  -2.79  -1.50  0.498
C  -4.66  -1.28  -0.48  0.027
C  -5.97  -0.79  -0.37  -0.022
C  -6.23  0.28  0.45  0.006
C  -5.18  0.84  1.18  0.022
C  -3.92  0.31  1.03  -0.009
N  -3.66  -0.71  0.20  0.053
C  -1.70  -4.71  0.45  0.001
C  -1.40  -6.06  0.62  0.004
C  -0.20  -6.53  0.11  -0.009
C  0.65  -5.66  -0.57  0.041
C  0.26  -4.34  -0.71  -0.006
N  -0.88  -3.88  -0.21  0.060
H  -6.76  -1.28  -0.93  -0.002
H  -7.23  0.67  0.55  0.000
H  -5.34  1.66  1.86  0.002
H  -3.07  0.71  1.55  0.003
H  -2.09  -6.70  1.13  0.001
H  0.07  -7.57  0.23  -0.002
H  1.59  -5.99  -0.98  0.003
H  0.87  -3.61  -1.23  -0.003
C  -1.12  -1.61  -2.30  0.232
C  0.17  -1.06  -2.64  -0.093
C  1.24  -1.85  -3.08  0.027
C  2.50  -1.31  -3.30  -0.012
C  2.73  0.04  -3.12  0.027
C  1.67  0.85  -2.72  -0.018
C  0.43  0.31  -2.49  0.038
H  -1.33  -2.61  -2.67  -0.025
H  -1.96  -0.92  -2.44  -0.006
H  1.09  -2.91  -3.24  0.000
H  3.31  -1.96  -3.61  -0.001
H  3.71  0.46  -3.29  0.001
H  1.83  1.91  -2.58  -0.001
H  -0.39  0.92  -2.14  -0.015
O  7.46  1.03  1.04  0.000
C  6.97  -0.08  0.41  0.000
O  7.74  -0.83  -0.13  0.000
C  5.50  -0.26  0.45  0.000
C  4.99  -1.51  0.07  0.000
C  3.63  -1.74  0.08  0.003
C  2.73  -0.74  0.46  0.013
S  1.02  -1.06  0.43  -0.009
C  3.24  0.51  0.84  0.002
C  4.60  0.73  0.84  -0.001
H  6.73  1.49  1.48  0.000
H  5.68  -2.28  -0.23  0.000
H  3.25  -2.72  -0.20  0.001
H  2.57  1.29  1.13  0.001
H  4.94  1.73  1.11  0.000
S  -2.35  -1.85  4.25  0.012
C  -1.64  -1.21  2.99  0.006
N  -1.12  -0.73  2.02  0.007
C  -0.47  4.44  2.48  0.000
C  -0.08  3.82  1.14  0.001
C  0.81  4.78  0.36  0.000
O  0.68  2.64  1.45  -0.002
B  -0.12  1.55  1.26  -0.032
O  -1.28  1.84  0.60  0.056
C  -1.32  3.26  0.32  -0.002
C  -1.20  3.47  -1.18  0.000
C  -2.67  3.77  0.79  0.001
H  0.44  4.73  3.00  0.000
H  -1.00  3.72  3.10  0.000
H  -1.10  5.32  2.35  0.000
H  1.60  5.14  1.01  0.000
H  0.24  5.64  0.01  0.000
H  1.27  4.29  -0.49  0.000
H  -0.23  3.17  -1.56  0.000
H  -1.36  4.52  -1.43  0.000
H  -1.96  2.87  -1.68  0.000
H  -2.86  3.52  1.83  0.000
H  -3.45  3.32  0.18  0.000
H  -2.73  4.85  0.68  0.000
O  0.86  0.21  3.04  -0.001
C  0.19  0.20  2.03  0.001